1.
{
  "formula": "C14H46O9",
  "method": "ωB97M-V with the def2-TZVPD basis set",
  "smiles": "CCO.CCO.CCO.CCO.CCO.CO.CO.CO.CO",
  "spin_multiplicity": 1,
  "orbital_gap_ev": 10.1,
  "de_lowest_kcal_mol": 127.9,
  "species": ["C", "C", "O", "H", "H", "H", "H", "H", "H", "C", "C", "O", "H", "H", "H", "H", "H", "H", "C", "C", "O", "H", "H", "H", "H", "H", "H", "C", "C", "O", "H", "H", "H", "H", "H", "H", "C", "C", "O", "H", "H", "H", "H", "H", "H", "C", "O", "H", "H", "H", "H", "C", "O", "H", "H", "H", "H", "C", "O", "H", "H", "H", "H", "C", "O", "H", "H", "H", "H"],
  "coordinates": [[-1.4874, 2.6735, -5.0922], [-0.3354, 2.1795, -4.1972], [0.6326, 3.1455, -4.1142], [-2.1004, 3.4715, -4.5652], [-2.2844, 1.9555, -5.3962], [-1.0114, 3.0625, -5.9392], [0.1146, 1.5135, -4.8672], [-0.5134, 1.8235, -3.1102], [1.1126, 2.8865, -3.2432], [1.8446, -3.5365, 3.4398], [1.9546, -3.9085, 1.9218], [2.8336, -3.0505, 1.2728], [2.7756, -3.4425, 3.9768], [1.2556, -4.3345, 3.8548], [1.3366, -2.6065, 3.6688], [1.0486, -3.7365, 1.4108], [2.3806, -4.9175, 1.7838], [2.7176, -3.0535, 0.3828], [3.0836, -1.7935, -4.2232], [2.1536, -1.2565, -3.1122], [2.7226, -1.2865, -1.8502], [3.3706, -2.7525, -3.8502], [4.0506, -1.2825, -4.1712], [2.6216, -1.8505, -5.1462], [1.1876, -1.8055, -2.9452], [1.9506, -0.1615, -3.2562], [1.9326, -1.2425, -1.2752], [-0.8664, -0.0385, -0.9072], [-0.6144, -1.3655, -0.4992], [0.6956, -1.5835, -0.1862], [-1.7524, -0.0645, -1.4972], [0.0366, 0.3575, -1.3682], [-1.1614, 0.5835, -0.0432], [-0.8364, -1.9425, -1.4012], [-1.2794, -1.7515, 0.3128], [0.8986, -1.1525, 0.6358], [-1.3914, -1.3475, 3.4948], [-0.9314, -1.7155, 4.9498], [-1.1164, -3.1165, 5.1978], [-2.5214, -1.3885, 3.3878], [-0.9134, -1.8785, 2.7028], [-1.2394, -0.2645, 3.2078], [-1.3814, -1.0735, 5.6998], [0.0916, -1.4835, 5.0448], [-0.2724, -3.5075, 5.3908], [-3.6554, 1.0125, 1.9928], [-2.4714, 1.6945, 2.4308], [-3.8904, 1.4225, 1.0688], [-4.5114, 0.8235, 2.7178], [-3.3064, 0.0075, 1.7148], [-2.6124, 2.6695, 2.4008], [-3.3084, 2.9015, -1.4452], [-3.9744, 4.1275, -1.1972], [-4.0124, 2.1365, -1.2432], [-2.4244, 2.8875, -0.7892], [-2.7974, 2.8585, -2.3702], [-3.4264, 4.8365, -1.1412], [0.8676, 3.2195, -0.2062], [-0.2364, 3.3855, 0.6598], [0.5716, 3.4025, -1.2162], [1.1316, 2.2025, -0.3162], [1.7476, 3.6745, 0.2078], [0.0066, 2.7635, 1.4078], [2.8136, 0.1555, 1.4088], [1.6026, -0.1465, 2.0028], [2.7946, -0.1085, 0.3378], [3.6696, -0.3145, 1.9168], [2.8896, 1.2255, 1.4358], [1.7396, -0.7995, 2.7408]],
  "forces_ev_per_angstrom": [[-2.273, 0.484, 2.868], [-1.937, -0.845, 0.419], [2.674, 1.650, 3.322], [0.912, -0.496, -0.717], [1.054, -0.059, 0.281], [0.458, 0.757, -1.370], [0.467, -2.639, -0.180], [-0.583, -0.070, -2.103], [-0.751, 1.217, -2.558], [-0.103, -0.402, -1.264], [1.293, 0.276, 1.191], [2.121, 1.457, 4.007], [0.617, -0.438, -0.200], [-0.245, -0.333, 0.579], [-0.414, 0.209, -0.501], [-1.733, -0.648, -0.124], [-0.787, -0.040, 0.412], [-0.674, -0.055, -4.120], [0.555, 0.303, 3.640], [-0.954, 1.297, -0.708], [1.105, -0.396, 1.191], [-0.022, -1.190, -0.194], [-0.408, 0.524, -0.506], [-0.674, 0.058, -1.908], [0.484, 0.281, -1.322], [-0.403, -0.743, -0.752], [0.599, -0.208, 0.354], [-1.062, 3.604, 1.187], [-1.499, -3.567, -0.037], [1.540, -1.220, -0.080], [-0.480, 0.511, -1.096], [-0.351, 0.253, -0.458], [0.511, 0.250, -0.236], [0.189, -0.792, 0.279], [0.235, 0.350, -0.520], [0.400, 0.604, 1.232], [-1.741, 2.020, 0.936], [-0.620, -0.234, -1.796], [-0.811, 0.752, -0.006], [1.289, -0.608, 0.203], [0.327, -0.954, -0.276], [0.284, -0.864, 0.832], [-0.718, -0.224, 0.086], [1.546, 0.253, -0.016], [0.440, -0.160, 0.120], [0.952, -1.671, 1.158], [-0.547, 0.894, 0.648], [-1.414, 0.975, -1.504], [1.090, 0.952, -0.667], [-0.033, 0.076, 0.288], [-0.019, -1.156, -0.026], [1.683, 1.805, 1.664], [-3.311, -2.924, -0.537], [-0.366, -0.900, -0.077], [-0.391, -0.691, 0.556], [-0.319, -0.218, -1.737], [2.749, 2.886, 0.164], [-0.330, -0.468, 0.239], [0.543, -1.382, 1.462], [-0.025, 1.388, -0.595], [0.297, -1.694, 0.357], [0.465, 0.937, -0.455], [-1.021, 1.162, -0.982], [1.331, 0.204, -0.957], [-1.511, -1.760, 1.987], [0.275, -0.207, 0.424], [-0.275, 0.179, -0.366], [0.533, 0.717, 0.102], [-0.214, 0.974, -1.239]]
}

2.
{
  "formula": "C6H20N2OSi",
  "method": "ωB97M-V with the def2-TZVPD basis set",
  "total_charge": 2,
  "spin_multiplicity": 1,
  "orbital_gap_ev": 11.3,
  "de_lowest_kcal_mol": 7.9,
  "species": ["C", "C", "C", "C", "C", "C", "N", "N", "O", "Si", "H", "H", "H", "H", "H", "H", "H", "H", "H", "H", "H", "H", "H", "H", "H", "H", "H", "H", "H", "H"],
  "coordinates": [[-2.4029, 1.4767, 0.5540], [3.0329, -0.9161, 1.1020], [1.6797, -1.0799, -1.8050], [-3.3688, 0.4808, 0.0097], [2.3192, 0.3364, 0.8003], [-3.1860, -0.7751, 0.3136], [3.3628, 1.3362, 0.4568], [-4.2756, -1.8068, -0.0179], [0.9779, 1.7398, -0.9135], [0.9618, 0.1221, -0.5865], [-1.6644, 0.9580, 1.0704], [-2.2969, 2.3123, -0.2314], [-2.9167, 2.0537, 1.3208], [2.2238, -1.6262, 1.4713], [3.8699, -0.8198, 1.7925], [3.3582, -1.3075, 0.2006], [1.2994, -2.1720, -1.8622], [1.4422, -0.6809, -2.8289], [2.8434, -0.9960, -1.9197], [-4.0462, 0.8011, -0.6827], [-0.4528, -0.3340, -0.1652], [1.8741, 0.7211, 1.6963], [-2.5166, -1.1046, 1.0741], [3.1818, 2.3269, 0.5334], [4.2436, 1.2181, 0.7858], [3.5196, 1.2238, -0.5552], [-3.7901, -2.6735, -0.1936], [-4.7555, -1.3742, -0.8338], [-4.8910, -1.7204, 0.8729], [0.3733, 2.2799, -1.4590]],
  "forces_ev_per_angstrom": [[-2.829, 2.351, -1.519], [-1.632, -1.297, 1.649], [1.132, -0.359, -2.214], [2.454, -0.065, 1.108], [-0.916, 0.340, 0.972], [-1.462, -1.023, 0.334], [-2.260, 1.145, -4.056], [0.146, 3.256, 1.634], [-0.539, 0.524, -0.808], [-0.020, -0.044, 0.524], [2.071, -0.173, 0.264], [1.064, -1.530, 1.101], [-0.334, 0.001, 0.292], [1.362, 0.542, -0.084], [-0.225, -0.139, 0.262], [1.034, -1.169, -1.646], [0.864, 1.809, 0.538], [-0.286, -0.244, 0.675], [-1.969, -0.581, 0.661], [-2.123, 0.785, -1.613], [1.245, 0.252, -0.073], [-0.451, 0.239, 0.561], [0.465, -0.458, 0.202], [-0.859, 0.432, 0.348], [3.402, -1.065, 2.257], [0.011, 0.252, -0.013], [-0.671, -0.780, -0.096], [-0.022, -1.121, 0.492], [0.857, -1.176, -2.081], [0.492, -0.703, 0.330]]
}

3.
{
  "formula": "C24H32NO4P",
  "method": "ωB97M-V with the def2-TZVPD basis set",
  "smiles": "CCOC(=O)[C@@H](CCCCCCP(=O)(c1ccccc1)c1ccccc1)NC(C)=O",
  "spin_multiplicity": 1,
  "orbital_gap_ev": 10.2,
  "de_lowest_kcal_mol": 0.0,
  "species": ["C", "C", "O", "C", "O", "C", "C", "C", "C", "C", "C", "C", "P", "O", "C", "C", "C", "C", "C", "C", "C", "C", "C", "C", "C", "C", "N", "C", "C", "O", "H", "H", "H", "H", "H", "H", "H", "H", "H", "H", "H", "H", "H", "H", "H", "H", "H", "H", "H", "H", "H", "H", "H", "H", "H", "H", "H", "H", "H", "H", "H", "H"],
  "coordinates": [[1.5663, -4.3981, -6.1503], [2.5156, -4.2563, -4.9697], [2.1246, -3.1770, -4.1148], [1.1781, -3.4267, -3.2143], [0.6542, -4.4976, -3.0448], [0.8085, -2.1688, -2.4388], [-0.0722, -1.2965, -3.3573], [-0.6575, -0.0806, -2.6406], [0.4072, 0.8763, -2.1136], [-0.2224, 2.0640, -1.3823], [0.7015, 2.6582, -0.3209], [0.8997, 1.7218, 0.8680], [-0.6721, 1.2650, 1.7215], [-1.5187, 0.2686, 1.0388], [-0.1208, 0.6644, 3.3555], [0.9119, -0.2634, 3.3974], [1.3004, -0.8068, 4.6090], [0.6568, -0.4306, 5.7772], [-0.3832, 0.4828, 5.7329], [-0.7757, 1.0280, 4.5225], [-1.5243, 2.8415, 2.0317], [-2.8164, 2.9944, 1.5536], [-3.4929, 4.1855, 1.7513], [-2.8746, 5.2240, 2.4275], [-1.5823, 5.0724, 2.9077], [-0.9053, 3.8834, 2.7107], [0.1308, -2.5423, -1.2252], [0.5670, -2.2054, 0.0084], [-0.2632, -2.7711, 1.1309], [1.5252, -1.4741, 0.1845], [1.9237, -5.1807, -6.8131], [0.5723, -4.6625, -5.7979], [1.5092, -3.4629, -6.7020], [3.5242, -4.0027, -5.3011], [2.5346, -5.1811, -4.3842], [1.7189, -1.6310, -2.1609], [0.5381, -0.9775, -4.2040], [-0.8911, -1.9124, -3.7389], [-1.2626, -0.4167, -1.7970], [-1.3142, 0.4470, -3.3366], [1.0432, 0.3305, -1.4205], [1.0335, 1.2327, -2.9352], [-0.4960, 2.8399, -2.1016], [-1.1369, 1.7367, -0.8868], [0.2738, 3.6011, 0.0333], [1.6765, 2.8814, -0.7647], [1.5631, 2.1847, 1.6013], [1.3486, 0.7766, 0.5555], [1.3975, -0.5615, 2.4791], [2.1061, -1.5259, 4.6434], [0.9617, -0.8549, 6.7228], [-0.8913, 0.7691, 6.6425], [-1.5908, 1.7379, 4.4808], [-3.2757, 2.1664, 1.0328], [-4.5002, 4.3051, 1.3799], [-3.3997, 6.1550, 2.5837], [-1.1046, 5.8845, 3.4367], [0.0997, 3.7549, 3.0876], [-0.6173, -3.2107, -1.3275], [-0.7295, -3.7119, 0.8542], [0.3540, -2.9073, 2.0145], [-1.0346, -2.0388, 1.3669]],
  "forces_ev_per_angstrom": [[0.127, 0.152, 0.366], [-0.040, -0.465, -0.271], [0.136, 0.327, -0.069], [-0.071, 0.131, 0.423], [-0.037, -0.103, -0.098], [0.060, 0.048, -0.204], [-0.033, 0.148, 0.223], [0.302, -0.072, -0.135], [-0.415, 0.000, 0.085], [0.239, 0.094, -0.068], [-0.199, 0.066, -0.119], [-0.457, -0.037, 0.190], [1.106, 0.555, 0.724], [-0.531, -0.451, -0.602], [-0.232, 0.292, -0.489], [0.076, 0.016, -0.011], [0.083, -0.075, 0.008], [-0.012, -0.019, 0.046], [-0.057, 0.017, 0.123], [-0.041, 0.061, 0.019], [0.171, -0.411, -0.078], [-0.002, -0.157, -0.056], [-0.071, 0.122, 0.009], [-0.063, 0.021, -0.014], [0.088, 0.115, 0.074], [0.000, -0.021, -0.030], [-0.111, -0.155, -0.429], [-0.453, -0.286, 0.109], [0.082, 0.117, 0.070], [0.421, 0.249, 0.186], [0.023, -0.086, -0.102], [-0.070, -0.043, -0.017], [0.002, 0.055, -0.093], [-0.109, -0.034, 0.089], [0.086, 0.162, -0.083], [-0.125, -0.104, -0.035], [-0.027, -0.046, -0.080], [0.014, -0.054, -0.089], [-0.101, 0.045, 0.011], [-0.085, 0.004, 0.020], [0.146, -0.047, 0.009], [0.103, -0.003, -0.015], [-0.064, -0.008, 0.000], [-0.135, -0.023, -0.115], [0.116, 0.022, -0.027], [-0.001, 0.056, 0.045], [-0.005, -0.065, 0.105], [0.036, -0.013, 0.109], [0.118, -0.094, -0.082], [0.063, -0.052, -0.006], [0.027, -0.028, 0.069], [-0.033, 0.018, 0.064], [-0.038, 0.033, 0.056], [-0.063, -0.062, -0.053], [-0.069, 0.003, -0.028], [-0.038, 0.069, 0.012], [0.033, 0.053, 0.036], [0.109, 0.043, 0.065], [0.086, -0.003, 0.148], [-0.055, -0.111, 0.000], [0.059, -0.032, -0.004], [-0.074, 0.066, 0.004]]
}